No. 1
Below is a molecular structure, C33H79Br3N2O2, with properties calculated with ωB97M-V with the def2-TZVPD basis set.

Charge ... -1
HOMO (alpha / beta) ... -0.962 / -5.750 eV
2S+1 ... 2

Geometry (Å):
C -6.24862 27.20126 -16.89263
Br -5.77940 28.95933 -16.15349
Br -4.64425 26.40442 -17.68293
Br -7.64107 27.36095 -18.25729
H -6.58829 26.58679 -16.05887
C -9.62241 24.87094 -16.23836
C -10.87338 24.42166 -15.46891
C -11.24868 25.57984 -14.51626
C -12.47248 25.20447 -13.64376
C -13.70577 24.58103 -14.33196
C -14.88879 24.50705 -13.36108
H -8.79657 25.21404 -15.61516
H -9.89135 25.72290 -16.86281
H -9.22631 24.08296 -16.87889
H -11.67404 24.17405 -16.16585
H -10.58637 23.52077 -14.92659
H -11.29871 26.56490 -14.98023
H -10.43543 25.59769 -13.79071
H -12.08697 24.69305 -12.76175
H -12.75728 26.15841 -13.19993
H -13.93132 25.20208 -15.19886
H -13.45378 23.58529 -14.69680
H -14.49493 24.14133 -12.41280
H -15.25218 25.51752 -13.17396
H -15.63741 23.78912 -13.69609
C -2.25435 31.67523 -11.71441
C -2.72161 30.53041 -12.60946
C -1.58600 29.94770 -13.34815
C -2.03538 28.70005 -14.18517
C -0.95714 28.48565 -15.25133
C -1.17627 27.31030 -16.09664
H -1.90538 32.47658 -12.36568
H -1.39545 31.39217 -11.10592
H -3.05903 32.08962 -11.10705
H -3.20047 29.77608 -11.98512
H -3.55127 30.92758 -13.19428
H -0.83316 29.67219 -12.60961
H -1.17170 30.75035 -13.95825
H -2.13061 27.77288 -13.62001
H -3.03632 28.69679 -14.61667
H -0.97706 29.36166 -15.89965
H 0.03090 28.48844 -14.79103
H -1.14358 26.43166 -15.45242
H -2.16210 27.37595 -16.55699
H -0.48937 27.17160 -16.93152
C -7.37726 27.29496 -13.42426
C -6.58318 26.30134 -12.62302
C -5.49374 25.67770 -13.56570
C -4.79237 24.55432 -12.85812
C -3.54492 24.08051 -13.56623
C -3.76695 23.22633 -14.77201
H -8.18020 27.81537 -12.90220
H -7.87979 26.77066 -14.23708
H -6.85009 28.11442 -13.91281
H -6.11658 26.84598 -11.80220
H -7.29033 25.56654 -12.23817
H -4.80484 26.42391 -13.96152
H -5.93943 25.24826 -14.46294
H -4.49594 24.97899 -11.89903
H -5.52454 23.76663 -12.68037
H -2.86183 24.91203 -13.73968
H -2.85752 23.46337 -12.98768
H -4.56549 22.50698 -14.59041
H -4.10021 23.89119 -15.56887
H -2.86546 22.84191 -15.24912
C -1.08477 25.19871 -20.60947
C -1.94307 26.05275 -19.64461
C -1.76565 27.61232 -19.86885
C -0.32005 28.06232 -19.89218
C -0.11723 29.54084 -19.64825
C -0.58413 30.45588 -20.82403
H -0.03584 25.35481 -20.35751
H -1.22873 25.60989 -21.60863
H -1.40327 24.16430 -20.48034
H -2.96391 25.74118 -19.86578
H -1.71070 25.65870 -18.65526
H -2.26501 28.21060 -19.10676
H -2.22225 27.88776 -20.81951
H 0.20722 27.54643 -19.08971
H -0.01246 27.71791 -20.87953
H -0.59438 29.79400 -18.70150
H 0.94775 29.64860 -19.44255
H -0.21214 31.46202 -20.63067
H -0.27466 30.01608 -21.77214
H -1.65891 30.61223 -20.91615
C -9.69849 26.51609 -22.56910
C -8.58239 26.82976 -23.45438
C -7.15306 26.54163 -22.94491
O -6.88505 27.26852 -21.70696
C -5.53990 27.25923 -21.23038
N -8.83436 26.10894 -24.64104
H -9.74821 25.45259 -22.33542
H -10.63710 26.73675 -23.07743
H -9.64414 26.99745 -21.59265
H -8.68986 27.88938 -23.68619
H -6.43048 26.96844 -23.64047
H -6.85511 25.49319 -22.95592
H -5.14065 26.24501 -21.22275
H -5.66711 27.71492 -20.24841
H -4.89432 27.85345 -21.87709
H -8.21380 26.32604 -25.40777
H -9.67406 26.52933 -25.01287
C -13.12225 29.16511 -23.10452
C -13.49881 30.03853 -21.85850
C -12.18951 30.50857 -21.14738
O -11.43252 29.33712 -20.72623
C -10.07081 29.52387 -20.41990
N -14.40271 31.04583 -22.27309
H -12.72569 28.22587 -22.71892
H -12.42038 29.66985 -23.76839
H -13.97498 28.89982 -23.72945
H -14.04152 29.42383 -21.14037
H -12.28903 31.18023 -20.29470
H -11.61022 30.98059 -21.94093
H -9.95475 30.38089 -19.75647
H -9.59692 29.70229 -21.38515
H -9.60789 28.61964 -20.02472
H -14.53069 30.82635 -23.25061
H -13.81428 31.85453 -22.41399

Here are the Mulliken charges for atoms 1 to 6, given in e: number 1, C, carries 1.112; number 2, Br, carries -0.408; number 3, Br, carries -0.270; number 4, Br, carries -0.313; number 5, H, carries -1.112; number 6, C, carries -0.943

=====

No. 2
Below is a molecular structure, C33H81AsF6N3O19P4, with properties calculated with ωB97M-V with the def2-TZVPD basis set.

Charge ... -1
HOMO ... -6.665 eV
2S+1 ... 1

Geometry (Å):
As 1.15101 11.85630 14.85060
F 2.40096 13.17614 15.27979
F 1.24062 11.37001 16.58924
F -0.24750 10.75748 14.61412
F 0.98620 12.19851 13.12381
F 2.39152 10.56409 14.41599
F -0.19455 13.03300 15.23317
C -1.14398 7.73378 12.74825
O -1.68449 6.70001 13.11277
N -1.66716 8.64496 11.92175
C -1.03511 9.97938 11.65135
C -2.93617 8.51981 11.27337
H -0.22587 8.18068 13.16002
H -1.67790 10.83800 11.84550
H -0.76415 10.04638 10.59769
H -0.23207 10.09604 12.37908
H -3.66280 9.24127 11.64700
H -2.82590 8.64760 10.19651
H -3.32540 7.51595 11.44324
C 5.41016 9.45448 14.71556
O 6.01888 8.64828 14.00078
N 5.99971 10.34582 15.54842
C 5.20420 11.31726 16.33554
C 7.48414 10.40649 15.75755
H 4.31437 9.39344 14.80321
H 5.79342 12.23427 16.33762
H 5.08140 10.92347 17.34447
H 4.24830 11.57556 15.87986
H 7.75239 11.46292 15.76669
H 7.73326 10.12884 16.78172
H 8.03067 9.80465 15.03147
C 3.38968 13.08237 8.12439
O 3.79071 13.45392 6.99281
N 2.27668 13.55045 8.70972
C 1.84406 13.07742 10.03938
C 1.36259 14.46450 8.02553
H 3.83425 12.25604 8.70036
H 1.89855 13.99359 10.62741
H 2.46318 12.32807 10.53259
H 0.79690 12.77483 10.03985
H 0.40849 13.93815 7.99793
H 1.25309 15.41151 8.55401
H 1.62341 14.66333 6.98605
C 2.98260 16.04206 15.96700
C 3.36285 14.99458 17.12100
O 3.60700 15.65925 18.37588
P 4.10208 14.89735 19.69373
O 5.09991 13.84035 19.45621
O 4.70362 16.08334 20.63961
C 5.41498 15.70054 21.75717
C 5.76086 17.04557 22.46335
O 2.69623 14.46026 20.35726
C 2.29150 13.13608 20.83828
C 1.98633 12.20239 19.58557
H 2.19459 16.63423 16.43226
H 3.75058 16.74423 15.64256
H 2.61944 15.46223 15.11846
H 2.44205 14.44966 17.32903
H 4.05851 14.20686 16.83177
H 4.87187 15.02386 22.41689
H 6.34259 15.17820 21.52310
H 6.30551 17.81828 21.92079
H 4.81189 17.47920 22.77880
H 6.39187 16.79943 23.31737
H 3.15463 12.69014 21.33250
H 1.43743 13.33026 21.48709
H 2.00696 11.13186 19.78962
H 1.04598 12.51984 19.13496
H 2.79012 12.30509 18.85656
C 2.50418 8.95343 10.12691
C 3.49772 9.70455 11.14458
O 4.15859 10.68563 10.38630
P 5.34435 11.49812 11.08022
O 6.19243 10.72878 12.03470
O 6.24325 12.04522 9.83902
C 7.61368 12.45324 10.09923
C 8.47376 11.57088 9.15059
O 4.62859 12.84595 11.56029
C 4.14920 13.00415 12.83731
C 5.39780 13.64376 13.52026
H 1.91175 8.24216 10.70240
H 1.80097 9.69783 9.75345
H 3.08554 8.43577 9.36391
H 2.86519 10.15395 11.91012
H 4.24861 8.98669 11.47463
H 7.73002 13.47975 9.75160
H 7.85977 12.38406 11.15883
H 9.54699 11.72793 9.04276
H 8.40578 10.55382 9.53670
H 8.04444 11.58739 8.14884
H 3.32635 13.69464 13.02237
H 3.98779 11.99922 13.22738
H 6.16595 12.87341 13.58820
H 5.90476 14.36256 12.87651
H 5.24175 14.07502 14.50908
C -9.15551 7.48107 15.33343
C -7.56205 7.19318 15.40740
O -6.86953 8.35740 15.03151
P -5.26989 8.62964 15.32904
O -4.43897 7.37301 15.17500
O -5.27944 9.13307 16.83705
C -6.01738 10.20878 17.07916
C -6.82170 10.09211 18.33097
O -4.89302 9.94452 14.48068
C -3.59766 10.51753 14.60332
C -3.66532 12.05594 14.70316
H -9.68429 6.53667 15.46236
H -9.45242 8.05692 16.20997
H -9.48651 7.92330 14.39376
H -7.18274 6.90076 16.38654
H -7.32980 6.38939 14.70876
H -5.32495 11.01729 17.31358
H -6.64319 10.59566 16.27493
H -7.42715 9.18639 18.36573
H -6.11469 10.02008 19.15743
H -7.34304 11.02257 18.55581
H -3.07047 10.17855 15.49510
H -2.86146 10.21578 13.85830
H -2.71728 12.52067 14.97395
H -4.11974 12.36139 13.76067
H -4.31473 12.41549 15.50134
C 1.25022 2.83260 16.63076
C 0.46197 3.80018 15.85999
O -0.02869 4.81678 16.75040
P -1.63216 5.17903 17.09407
O -2.57432 5.20499 15.94967
O -2.00409 4.10417 18.24915
C -2.38347 2.84006 17.95677
C -2.45688 1.90018 19.12390
O -1.38364 6.64402 17.85477
C -1.57016 7.80346 17.11890
C -0.59647 9.00426 17.50183
H 1.74072 1.99462 16.13549
H 2.07180 3.38188 17.09052
H 0.63809 2.49533 17.46721
H 0.95293 4.24089 14.99234
H -0.41037 3.39439 15.34769
H -3.42548 2.92524 17.64848
H -1.81276 2.37434 17.15334
H -3.07715 2.23103 19.95691
H -2.88958 0.98351 18.72316
H -1.48124 1.63043 19.52822
H -1.51901 7.58306 16.05264
H -2.57081 8.12391 17.40891
H -0.95601 9.96672 17.13782
H -0.66271 9.04826 18.58892
H 0.40694 8.77477 17.14321

Here are the Mulliken charges for atoms 1 to 6, given in e: number 1, As, carries 2.042; number 2, F, carries -0.423; number 3, F, carries -0.478; number 4, F, carries -0.473; number 5, F, carries -0.429; number 6, F, carries -0.404

=====

No. 3
Below is 11 unconnected molecules or ions with the total composition C33H82ClFN5O11S12, with properties calculated with ωB97M-V with the def2-TZVPD basis set.

Charge ... +1
HOMO ... -9.676 eV
2S+1 ... 1

Geometry (Å):
C -0.29336 -3.77045 -0.77676
C 1.15095 -4.14114 -0.97544
F 1.71027 -4.59339 0.19186
N 1.98141 -3.09094 -1.50354
Cl 2.99531 -3.42365 -2.80218
C 2.04762 -1.84671 -0.98488
N 1.32683 -1.44717 0.06061
C 1.68465 -0.16398 0.21567
C 1.13947 0.76356 1.20390
C 0.01208 0.15798 2.00851
C -1.13216 1.11647 2.14990
S -1.69537 1.53078 0.49032
C -2.21358 -0.07786 0.01904
S -1.48905 -0.71165 -1.29662
N -3.08885 -0.70367 0.83929
C -4.17788 0.13416 1.40521
C -5.34069 0.31913 0.46960
O -5.83106 -0.91424 -0.02718
C -4.75784 -1.55168 -0.71099
C -3.74124 -1.90913 0.31116
N 2.60379 0.21903 -0.67606
C 3.24871 1.48578 -0.84022
N 2.85431 -0.86719 -1.46495
H -0.93554 -4.52989 -1.17308
H -0.46687 -3.63894 0.27451
H -0.50935 -2.82276 -1.22097
H 1.22891 -4.94433 -1.68207
H 1.94963 1.03913 1.86532
H 0.83854 1.66284 0.69376
H 0.37178 -0.16197 2.96894
H -0.35057 -0.73227 1.53786
H -0.91287 2.00804 2.70641
H -1.90724 0.61569 2.69714
H -3.83512 1.09618 1.73050
H -4.54001 -0.37313 2.27886
H -6.13674 0.77429 1.02662
H -5.11539 0.98617 -0.34741
H -5.12859 -2.42134 -1.21957
H -4.36473 -0.83179 -1.40885
H -4.29910 -2.31806 1.13567
H -3.05524 -2.67205 0.00172
H 3.24811 1.95658 0.12335
H 2.74124 2.11637 -1.54496
H 4.26665 1.34503 -1.13361
H 3.51063 -0.93130 -2.22400
C -2.28024 -1.83668 -5.29792
S -1.56573 -2.90111 -4.04597
O -0.15489 -2.45766 -3.84543
C -1.52790 -4.37791 -5.05299
H -2.35396 -0.83621 -4.87700
H -1.63448 -1.82471 -6.17565
H -3.27344 -2.20368 -5.55448
H -0.93306 -4.19153 -5.94843
H -2.54416 -4.66634 -5.31984
H -1.07164 -5.17270 -4.46707
C 6.86831 0.01312 2.63266
S 5.98175 -0.78977 1.30355
O 5.51853 0.32468 0.39302
C 4.59476 -1.25318 2.33521
H 7.78949 0.43605 2.23671
H 6.24061 0.80233 3.04015
H 7.10457 -0.72125 3.39265
H 4.16715 -0.36147 2.80141
H 4.93711 -1.95663 3.09767
H 3.85008 -1.73913 1.70743
C 9.65764 -3.52329 4.49222
S 9.58757 -2.56398 2.98015
O 8.20165 -2.70016 2.45111
C 10.62372 -3.64970 2.00238
H 9.02707 -3.02931 5.22749
H 9.28308 -4.52801 4.30036
H 10.68571 -3.55516 4.85168
H 10.18388 -4.64604 1.98290
H 11.62357 -3.67731 2.43389
H 10.66999 -3.24445 0.99467
C -6.94491 5.45198 -0.27229
S -5.41089 4.55860 -0.52820
O -5.76674 3.11411 -0.63395
C -4.75686 4.81866 1.11832
H -7.52669 5.37672 -1.18762
H -7.49644 5.00448 0.55456
H -6.71860 6.49720 -0.06449
H -5.45566 4.41698 1.85330
H -4.59846 5.88450 1.27524
H -3.80545 4.29350 1.17664
C -0.98464 6.07145 -3.29679
S -2.61188 6.79516 -3.07459
O -2.90902 6.76113 -1.61664
C -3.51863 5.44989 -3.83491
H -0.25921 6.74568 -2.84764
H -0.94787 5.10108 -2.80094
H -0.78108 5.96760 -4.36212
H -3.30547 4.52188 -3.30396
H -3.22936 5.37293 -4.88230
H -4.57774 5.68296 -3.76312
C 2.20628 -4.38820 3.78435
S 3.09378 -3.50895 5.06789
O 4.54436 -3.59728 4.73963
C 2.78301 -4.69695 6.37434
H 2.31557 -3.82715 2.85830
H 2.63509 -5.38352 3.66659
H 1.15209 -4.43988 4.05487
H 3.17120 -5.67093 6.07776
H 1.71043 -4.75044 6.56141
H 3.29696 -4.34988 7.26766
C -4.88293 11.42987 -6.03474
S -3.34811 10.53512 -6.28572
O -3.69435 9.09611 -6.39694
C -2.70912 10.80195 -4.62816
H -5.46182 11.35345 -6.95169
H -5.43428 10.98074 -5.20911
H -4.66133 12.47611 -5.82629
H -3.40746 10.40211 -3.89317
H -2.55793 11.86948 -4.46958
H -1.75706 10.28374 -4.54443
C 5.48338 3.38029 2.10666
S 4.79457 3.41629 3.76130
O 3.48585 2.70635 3.69702
C 4.44446 5.17455 3.77818
H 5.73511 2.34994 1.87965
H 4.74237 3.75188 1.39848
H 6.38481 3.99214 2.07054
H 3.77782 5.41861 2.95167
H 5.37937 5.72728 3.69476
H 3.96297 5.40831 4.72442
C -1.12093 -1.93833 7.34258
S -1.00544 -3.35886 6.25777
O -0.60292 -2.84899 4.91683
C -2.76141 -3.69998 6.18344
H -0.11607 -1.54633 7.48226
H -1.75459 -1.18073 6.88141
H -1.53057 -2.25049 8.30249
H -3.28283 -2.82308 5.80547
H -3.11982 -3.96026 7.17867
H -2.90862 -4.54041 5.50880
C -5.38491 -8.34000 -6.51532
S -3.75062 -7.73635 -6.09505
O -3.91334 -6.31759 -5.67558
C -3.11405 -7.70961 -7.77142
H -5.96543 -8.38580 -5.59740
H -5.85566 -7.65355 -7.21820
H -5.30076 -9.33686 -6.94670
H -3.74209 -7.06735 -8.38799
H -3.09657 -8.72468 -8.16639
H -2.10196 -7.31375 -7.73469

Here are the Mulliken charges for atoms 1 to 6, given in e: number 1, C, carries -0.363; number 2, C, carries -0.060; number 3, F, carries -0.333; number 4, N, carries 0.205; number 5, Cl, carries -0.087; number 6, C, carries 0.413